(1)
DFT (the ωB97M-V functional and the def2-TZVPD basis) results for a structure of composition C47H57BCl4N10O2S5Sr.

As for the energy: -6410.8834 Ha. The HOMO-LUMO gap is 7.28 eV. Its energy above the lowest of the compared OMol25 structures with the same formula, charge and spin is 4.0 kcal per mole. The calculation puts the HOMO energy at -6.8174 eV.

Each line ends with the Mulliken charge.
Geometry (Å):
Sr: -0.372 -0.003 -0.170  1.455
Cl: 4.959 -0.069 -5.341  -0.160
Cl: -2.361 -0.207 -2.846  -0.038
Cl: -2.420 2.513 -1.897  -0.066
Cl: 3.787 5.222 -5.156  -0.274
S: 2.905 -0.499 1.884  -0.313
S: -1.062 -2.808 -0.757  -0.318
S: -3.090 0.246 1.341  -0.392
S: -0.386 -1.220 3.217  0.176
S: -0.771 3.698 3.335  -0.386
O: 0.438 1.341 -2.216  -0.672
O: 1.575 -0.365 -1.446  -0.324
N: 4.215 -0.033 -0.447  0.121
N: -1.568 -3.569 1.769  0.315
N: 3.186 2.426 -5.718  0.050
N: -0.178 2.266 1.284  1.543
N: -2.353 -0.985 5.078  0.630
N: 0.334 -4.368 1.008  0.376
N: 4.217 1.638 0.952  0.325
N: -5.063 -0.892 -0.155  0.853
N: -2.947 -2.069 3.248  0.615
N: -3.690 -2.317 0.835  0.586
C: 0.140 4.442 2.053  0.898
C: -3.986 -1.007 0.677  -0.736
C: 1.396 0.555 -2.261  0.557
C: -7.268 -0.016 0.355  -1.792
C: -2.358 -0.209 7.408  -2.297
C: 4.828 3.885 -4.776  0.678
C: -1.513 -0.466 6.159  1.405
C: 2.471 0.750 -3.353  -0.065
C: 4.908 0.996 -1.039  -0.970
C: 1.092 -0.548 -4.981  -0.873
C: -2.353 1.493 -3.324  -0.335
C: -6.247 0.269 -1.939  -1.572
C: 1.961 0.514 -4.747  0.855
C: 0.174 -4.813 2.296  -0.207
C: 2.366 1.289 -5.842  0.004
C: -4.553 -3.027 0.044  -1.381
C: -0.739 -3.580 0.714  0.073
C: 0.621 5.737 1.956  -0.676
C: -0.774 2.232 2.415  0.234
C: 6.040 4.137 -4.171  -0.702
C: 5.302 1.552 -4.834  0.901
C: -0.857 0.846 5.723  -1.369
C: 3.758 0.368 0.770  -0.321
C: 1.331 6.085 0.824  -0.491
C: 2.283 -3.445 -0.129  -1.518
C: -3.688 -1.305 5.185  -0.687
C: -5.395 -2.167 -0.559  -0.614
C: 0.359 3.497 1.027  -1.442
C: -5.403 1.579 -0.006  -2.101
C: 4.918 2.026 -0.165  -0.326
C: 6.508 1.792 -4.200  -0.800
C: -4.044 -1.959 4.062  -1.230
C: 1.069 3.872 -0.111  -0.093
C: -5.970 0.229 -0.430  1.576
C: 3.984 2.370 2.164  -0.896
C: 1.467 -4.708 0.141  1.474
C: 1.017 -0.057 -7.323  -0.708
C: -0.995 -4.324 2.755  -1.570
C: 1.550 5.161 -0.197  -0.995
C: -0.440 -1.511 6.483  -1.552
C: 6.879 3.081 -3.857  -0.408
C: 1.879 1.002 -7.116  -0.682
C: 4.392 2.587 -5.106  -0.606
C: 2.376 -5.742 0.814  -2.278
C: 0.938 -5.320 -1.159  -1.759
C: 0.619 -0.837 -6.249  -0.954
C: -1.919 -1.437 3.859  -0.787
B: -2.976 -3.004 2.025  0.345
H: 1.831 -6.649 1.065  0.531
H: 2.104 5.468 -1.072  0.584
H: 7.168 0.963 -4.002  0.454
H: -1.408 1.689 -3.826  0.042
H: 0.897 -5.412 2.805  0.551
H: 0.670 -0.284 -8.320  0.387
H: -5.231 1.608 1.066  0.436
H: -3.222 1.697 -3.949  0.530
H: 3.891 -0.878 -0.890  0.289
H: -4.524 -4.096 0.000  0.648
H: 2.883 1.758 -3.256  0.186
H: 3.164 -3.694 -0.717  0.527
H: 1.690 -2.718 -0.678  0.223
H: -7.077 0.052 1.424  0.337
H: 6.324 5.152 -3.939  0.431
H: -6.920 -0.525 -2.248  0.429
H: -0.899 -2.456 6.769  0.374
H: 2.846 -5.339 1.708  0.460
H: -8.005 0.738 0.088  0.486
H: -0.162 0.656 4.911  0.183
H: 0.440 6.445 2.748  0.407
H: -6.703 1.220 -2.204  0.485
H: -2.814 -1.125 7.775  0.511
H: 3.164 -6.006 0.111  0.455
H: -1.715 0.184 8.190  0.447
H: 2.201 1.614 -7.949  0.494
H: 7.822 3.264 -3.369  0.427
H: -4.990 -2.375 3.776  0.671
H: -0.311 1.282 6.555  0.522
H: 0.782 -1.156 -4.142  0.600
H: -1.613 1.555 5.392  0.367
H: -7.685 -0.998 0.149  0.372
H: 0.187 -1.162 7.298  0.487
H: 1.716 7.090 0.731  0.402
H: -5.314 0.162 -2.487  0.200
H: 4.686 3.199 2.235  0.334
H: -3.136 0.524 7.209  0.449
H: -4.463 1.781 -0.507  0.205
H: -6.116 2.359 -0.268  0.612
H: 2.806 3.268 -6.127  0.275
H: 0.321 -4.601 -1.689  0.215
H: 0.339 -6.203 -0.943  0.422
H: 1.774 -5.607 -1.794  0.491
H: -0.062 -1.665 -6.393  0.455
H: 1.215 3.157 -0.906  0.634
H: 4.115 1.683 3.006  0.368
H: 5.360 2.997 -0.252  0.519
H: -1.263 1.362 2.806  -0.616
H: 2.956 2.746 2.191  0.216
H: -3.669 -3.937 2.329  -0.219
H: -4.300 -1.037 6.019  0.552
H: 5.361 0.913 -2.006  0.800
H: 3.261 0.025 -3.141  0.276
H: 0.182 -1.681 5.608  0.229
H: -1.470 -4.456 3.704  0.658
H: -6.191 -2.362 -1.244  0.624
H: 2.601 -2.998 0.812  0.257

***

(2)
DFT (the ωB97M-V functional and the def2-TZVPD basis) results for an isolated molecule of C4H7NO2.

As for the energy: -361.7857 Ha. The HOMO-LUMO gap is 10.65 eV. Its energy above the lowest of the compared OMol25 structures with the same formula, charge and spin is 59.7 kcal per mole. The calculation puts the HOMO energy at -9.7394 eV.

Each line ends with the Mulliken charge.
Geometry (Å):
O: 1.399 0.865 -0.506  -0.490
O: -0.829 -1.253 1.238  -0.647
N: 1.197 -1.717 0.411  -0.395
C: -1.326 1.093 0.661  -1.004
C: 0.045 0.440 -0.085  0.740
C: 0.123 -0.910 0.559  0.290
C: 0.454 0.578 -1.515  -0.442
H: 1.152 -2.547 0.986  0.267
H: -2.118 0.382 1.022  0.294
H: -1.101 1.661 1.571  0.285
H: 0.185 1.471 -2.085  0.298
H: 2.058 -1.432 -0.020  0.220
H: -1.826 1.682 -0.097  0.357
H: 0.587 -0.314 -2.140  0.227

***

(3)
DFT (the ωB97M-V functional and the def2-TZVPD basis) results for an isolated molecule of C15H18N2O3S2.

As for the energy: -1714.0030 Ha. The HOMO-LUMO gap is 8.48 eV. Its energy above the lowest of the compared OMol25 structures with the same formula, charge and spin is 50.2 kcal per mole. The calculation puts the HOMO energy at -7.9259 eV.

Each line ends with the Mulliken charge.
Geometry (Å):
S: 0.670 1.969 -3.393  -0.142
S: 1.412 2.301 2.309  -0.361
O: -1.550 -5.011 0.339  -0.458
O: -1.392 3.985 -0.569  -0.537
O: 3.111 3.753 -2.025  -0.615
N: 2.207 2.831 -0.208  -0.014
N: 1.131 0.766 0.272  -0.258
C: 0.102 0.372 3.857  -1.559
C: 2.531 2.804 -1.553  0.164
C: -0.604 2.304 -2.137  -0.114
C: 1.598 1.914 0.604  0.606
C: 2.119 1.593 -2.340  -0.219
C: -2.167 -5.333 -0.884  -0.826
C: -1.047 -3.759 0.506  0.874
C: 0.641 0.752 2.525  0.948
C: 0.104 -2.272 2.014  -0.581
C: 0.040 -1.241 1.076  0.254
C: -0.432 -3.508 1.735  -0.631
C: -0.551 -1.506 -0.157  -0.550
C: -0.675 3.785 -1.763  -0.485
C: 0.599 0.083 1.332  -0.891
C: -1.093 -2.744 -0.444  -0.484
H: -0.722 -0.329 3.741  0.446
H: -0.374 1.698 -1.262  -0.198
H: 0.873 -0.093 4.473  0.308
H: -1.112 4.357 -2.592  0.385
H: -1.545 -2.905 -1.410  0.405
H: 2.904 1.348 -3.053  0.349
H: -1.468 -5.244 -1.722  0.334
H: 2.493 3.689 0.252  0.200
H: -2.308 3.716 -0.704  0.319
H: 0.325 4.179 -1.575  0.251
H: -3.042 -4.702 -1.072  0.332
H: -0.383 -4.310 2.454  0.433
H: -0.255 1.257 4.381  0.444
H: -1.548 1.969 -2.570  0.514
H: -0.587 -0.727 -0.902  0.402
H: 0.605 -2.115 2.956  0.468
H: -2.485 -6.370 -0.790  0.240
H: 1.876 0.745 -1.703  0.246

***

(4)
DFT (the ωB97M-V functional and the def2-TZVPD basis) results for a cluster of 2 separate species, C6H8N3O2 in total.

As for the energy: -547.7067 Ha. Its total charge is +1. The HOMO-LUMO gap is 6.50 eV. Its energy above the lowest of the compared OMol25 structures with the same formula, charge and spin is 100.8 kcal per mole. The calculation puts the HOMO energy at -13.0873 eV.

Each line ends with the Mulliken charge.
Geometry (Å):
O: -0.699 2.987 1.843  -0.582
O: 0.375 4.766 1.264  -0.493
N: 0.455 0.812 -1.050  -0.934
N: 0.054 1.705 -0.202  0.586
N: 0.031 3.629 1.108  1.009
C: -0.376 -2.287 1.780  -0.441
C: 0.625 2.901 -0.037  0.483
C: 1.601 3.356 -0.854  -0.392
C: -0.910 -1.169 2.216  -0.313
C: 1.355 1.164 -1.894  -0.250
C: 1.902 2.488 -1.940  -0.342
H: -0.669 1.317 0.465  0.392
H: 1.587 0.423 -2.562  0.513
H: 0.391 -2.052 0.947  0.083
H: -0.646 -3.300 1.854  0.311
H: -0.471 -0.185 2.145  0.164
H: 2.549 2.799 -2.682  0.456
H: 1.911 4.332 -0.810  0.543
H: -1.807 -1.145 2.868  0.209

***

Q: The highest HOMO-LUMO gap belongs to which entry?
A: C4H7NO2

***

Q: Which of these has the highest energy?
A: C4H7NO2

***

Q: What is the formula in the fourth record?
A: C6H8N3O2

***

Q: Which of these has the highest energy?
A: C4H7NO2